Entry 1:
The following is a DFT calculation (wB97M-V/def2-TZVPD) of C7H9N in the gas phase.

```
17
Properties=species:S:1:pos:R:3:forces:R:3:mulliken_charge:R:1
N 1.2077 1.7088 -0.7440 -2.9 -0.2 8.9 -0.60
C -1.3246 -1.0000 -0.7099 -3.4 1.5 -0.7 -0.24
C -1.8958 0.1492 -0.0127 -2.6 -0.5 0.9 -0.48
C 0.7212 -0.6859 0.6562 0.1 0.2 0.2 0.25
C -2.7710 0.6964 0.6656 -2.4 2.9 -1.7 -0.13
C -0.1011 -1.2527 -0.4025 2.2 -3.3 1.1 -0.41
C 1.1917 0.6438 0.4696 3.7 5.0 0.1 -0.06
C 2.1990 -0.6057 0.2706 -1.8 1.9 1.6 -0.95
H 0.5905 -0.7532 1.7517 -0.7 -0.9 -0.8 0.38
H 1.5551 1.4369 -1.5295 2.8 -2.7 -5.9 0.21
H -3.7789 1.5324 0.6681 3.9 -3.1 0.5 0.28
H 0.2603 1.9831 -0.8647 -0.8 0.4 -0.3 0.25
H 0.4828 -2.1011 -0.7035 -0.6 -0.7 -1.2 0.38
H -2.0687 -1.5658 -1.3885 1.8 1.0 1.0 0.32
H 1.2535 1.2616 1.4417 0.1 -0.9 -1.8 0.24
H 2.9861 -0.9301 1.0208 -0.9 0.7 -1.7 0.26
H 2.1483 -0.4962 -0.8085 1.7 -1.2 -0.1 0.29
```
Forces are in eV/Å.

Properties
HOMO level	-9.09	eV
SMILES	C#C/C=C\[C@H]1C[C@H]1N
maximum force	9.41	eV/A
E_tot	-326.62255	a.u.
Kohn-Sham gap	0.357	Eh
energy relative to the best compared isomer or geometry (same formula, charge and spin)	7.304	eV



Entry 2:
The following is a DFT calculation (wB97M-V/def2-TZVPD) of C7H9N in the gas phase.

```
17
Properties=species:S:1:pos:R:3:forces:R:3:mulliken_charge:R:1
N -0.2927 -0.4491 1.3345 -2.4 -1.4 2.3 -0.52
C 1.0882 -0.3841 1.0063 0.4 -0.1 -0.2 -0.66
C -0.8793 -0.9874 -0.8988 -0.3 0.7 1.6 -0.59
C 0.4222 1.4689 -0.4250 -0.9 -0.4 0.4 -0.66
C 1.2163 0.1872 -0.3925 -1.7 -0.3 -1.0 -0.30
C -1.2621 -0.0340 0.2631 1.9 -0.6 -0.4 -0.03
C 0.4271 -0.8828 -1.1346 0.2 -1.3 -3.2 -0.35
C -0.8524 1.3524 -0.0623 -1.2 1.0 -0.3 -0.38
H 2.2455 0.3415 -0.6289 0.6 -0.2 -0.6 0.59
H -1.5832 -1.7886 -1.1463 0.6 0.3 -0.4 0.34
H 1.5497 -1.3491 1.0024 0.2 -0.9 0.0 0.32
H 0.8389 2.3929 -0.7072 0.7 0.9 -0.2 0.47
H 0.8498 -1.6014 -1.9045 0.0 1.0 1.2 0.31
H -2.2477 -0.1310 0.6686 -0.5 -0.1 0.0 0.50
H 1.7359 0.2195 1.6088 -0.2 0.6 1.1 0.34
H -1.6488 2.1417 0.0296 1.3 -0.6 -0.3 0.30
H -0.6514 -1.4032 1.5992 1.3 1.3 -0.2 0.31
```
Forces are in eV/Å.

Properties
HOMO level	-8.25	eV
SMILES	C1=C[C@H]2C=C[C@@H]1CN2
maximum force	3.60	eV/A
E_tot	-326.80190	a.u.
Kohn-Sham gap	0.342	Eh
energy relative to the best compared isomer or geometry (same formula, charge and spin)	2.424	eV



Entry 3:
The following is a DFT calculation (wB97M-V/def2-TZVPD) of C7H9N in the gas phase.

```
17
Properties=species:S:1:pos:R:3:forces:R:3:mulliken_charge:R:1
N -1.5654 -2.4254 0.8396 -1.8 -0.7 -0.3 -0.71
C -1.0598 -2.1635 -0.3094 -0.3 -0.4 0.4 0.07
C 0.4522 1.0116 -0.3102 0.3 0.4 0.6 -0.05
C 0.0217 3.4523 -0.5045 -0.9 0.0 0.7 -0.63
C 0.5115 -0.2095 0.0671 0.3 -1.8 1.2 1.00
C 1.2253 -0.7872 1.2894 -0.3 0.6 -0.2 -1.12
C 0.7573 2.3291 -0.5705 0.3 0.3 -2.1 -0.50
C -0.2403 -1.1198 -0.7755 -0.5 0.8 -1.1 -0.76
H 1.2920 -0.0327 2.0615 0.0 0.1 0.3 0.33
H -0.1646 -1.0917 -1.8519 0.3 0.5 -0.1 0.36
H 2.2412 -1.0506 1.0158 0.1 -0.3 -0.2 0.28
H 0.6666 -1.6462 1.6434 0.3 -0.1 0.1 0.41
H 0.2093 4.2845 -1.1675 0.4 0.2 0.3 0.25
H -0.8285 3.5408 0.1612 -0.3 -0.2 -0.3 0.28
H 1.6200 2.4316 -1.2362 0.1 -0.2 0.1 0.24
H -1.2334 -2.9606 -1.0495 0.8 -0.1 -0.1 0.32
H -2.0974 -1.7005 1.3108 1.3 0.6 0.5 0.25
```
Forces are in eV/Å.

Properties
HOMO level	-7.07	eV
maximum force	2.14	eV/A
E_tot	-326.64887	a.u.
Kohn-Sham gap	0.191	Eh
energy relative to the best compared isomer or geometry (same formula, charge and spin)	6.588	eV